[1]
Density functional theory data (ωB97M-V with the def2-TZVPD basis set) for a structure of composition C2H8N2S at a distorted geometry.

Last column: natural (NBO) charge in e.
Cartesian coordinates (Å):
C (-0.03, 0.97, 0.31)  0.0117
C (0.53, -0.23, 0.56)  -0.1707
N (0.80, -1.25, -0.37)  -0.7684
N (0.02, 2.07, 1.14)  -0.8062
H (-0.55, 1.12, -0.63)  0.2151
H (0.90, -0.47, 1.54)  0.1731
H (0.95, -2.11, 0.15)  0.3945
H (-0.21, -1.44, -1.21)  0.2829
H (1.64, -1.05, -0.92)  0.3939
H (0.50, 2.04, 2.02)  0.3877
H (-0.83, 2.63, 1.06)  0.3871
S (-1.40, -1.42, -2.25)  -0.6282
H (-2.33, -0.86, -1.39)  0.1274

Computed properties:
**Charge**: 0
**Gap between HOMO and LUMO**: 8.5618 eV
**Energy above the lowest of the compared OMol25 structures with the same formula, charge and spin**: 1.0476 eV
**2S+1**: 1
**HOMO energy**: -0.29037 Eh

---

[2]
Density functional theory data (ωB97M-V with the def2-TZVPD basis set) for a structure of composition C24H23InN9O2STe at a distorted geometry.

Last column: natural (NBO) charge in e.
Cartesian coordinates (Å):
In (-0.03, -0.17, -0.12)  1.4640
C (-2.40, 2.96, 2.35)  -0.6818
C (-1.69, 2.18, 1.29)  0.2796
N (-0.60, 1.54, 1.54)  -0.2631
N (-0.15, 1.64, 2.81)  -0.4457
C (1.04, 1.20, 3.08)  0.3229
N (1.49, 1.36, 4.35)  -0.7964
S (2.21, 0.45, 1.96)  -0.0755
C (-2.18, 2.18, -0.09)  0.1658
C (-3.41, 2.73, -0.45)  -0.2403
C (-3.75, 2.78, -1.80)  -0.1646
C (-2.86, 2.31, -2.74)  -0.2392
C (-1.68, 1.74, -2.30)  0.1035
N (-1.37, 1.66, -1.01)  -0.4491
H (-1.69, 3.31, 3.09)  0.2563
H (-2.94, 3.81, 1.93)  0.2100
H (-3.11, 2.31, 2.87)  0.2432
H (0.78, 1.53, 5.05)  0.3867
H (2.23, 0.74, 4.62)  0.3992
H (-4.09, 3.09, 0.30)  0.2165
H (-4.70, 3.20, -2.10)  0.2108
H (-3.08, 2.36, -3.80)  0.2214
H (-0.95, 1.31, -2.98)  0.2473
C (2.31, 4.62, -2.25)  -0.3315
C (1.69, 4.22, -1.07)  -0.1964
C (1.44, 2.89, -0.80)  -0.3155
C (1.78, 1.88, -1.73)  0.2738
C (2.44, 2.29, -2.91)  -0.3293
C (2.69, 3.63, -3.15)  -0.1882
N (1.50, 0.57, -1.47)  -0.6294
N (1.96, -0.33, -2.42)  -0.4182
C (1.61, -1.57, -2.25)  0.3392
C (2.07, -2.57, -3.19)  -0.2455
C (1.70, -3.86, -3.04)  -0.2009
C (0.85, -4.24, -1.95)  -0.3864
C (0.45, -3.26, -1.10)  0.0750
N (0.81, -1.97, -1.21)  -0.6976
H (2.51, 5.66, -2.45)  0.1894
H (1.40, 4.97, -0.34)  0.1889
H (1.00, 2.60, 0.14)  0.2019
H (2.74, 1.53, -3.62)  0.2356
H (3.20, 3.91, -4.07)  0.1885
H (2.70, -2.24, -4.00)  0.2064
H (2.03, -4.62, -3.74)  0.1905
H (0.54, -5.27, -1.80)  0.1952
H (-0.19, -3.49, -0.24)  0.1767
C (-5.01, -2.22, 1.45)  -0.3884
N (-4.12, -1.97, 0.33)  -0.4366
C (-4.42, -2.36, -0.94)  0.0595
C (-3.61, -2.11, -1.98)  -0.3730
C (-2.36, -1.39, -1.74)  0.6364
O (-1.60, -1.06, -2.65)  -0.6183
N (-2.08, -1.07, -0.43)  -0.7628
C (-2.93, -1.28, 0.61)  0.7799
O (-2.72, -0.91, 1.76)  -0.6674
H (-5.89, -2.75, 1.09)  0.1895
H (-5.31, -1.28, 1.91)  0.2089
H (-4.50, -2.82, 2.21)  0.2138
H (-5.37, -2.88, -1.06)  0.1958
H (-3.86, -2.41, -2.99)  0.2274
Te (0.97, -1.65, 2.16)  -0.1585

Computed properties:
**Charge**: -1
**Gap between HOMO and LUMO**: 4.3018 eV
**2S+1**: 1
**HOMO energy**: -0.08680 Eh

---

[3]
Density functional theory data (ωB97M-V with the def2-TZVPD basis set) for a cluster of 2 separate species, C6H12NO3 in total at a distorted geometry.

Last column: natural (NBO) charge in e.
Cartesian coordinates (Å):
C (-1.06, -1.92, 0.23)  -0.5136
C (-1.68, -0.80, -0.66)  -0.6025
C (0.13, -2.53, -0.50)  0.6763
O (0.01, -3.52, -1.19)  -0.6210
N (1.34, -1.94, -0.24)  -0.8373
H (-0.78, -1.58, 1.22)  0.2268
H (-1.81, -2.70, 0.25)  0.2343
H (-1.02, -0.65, -1.51)  0.2083
H (-1.77, 0.18, -0.17)  0.1933
H (2.06, -2.16, -0.91)  0.3890
H (1.29, -0.96, 0.07)  0.4055
H (-2.68, -1.04, -1.02)  0.2192
C (-0.18, 2.65, 1.13)  -0.4920
C (-1.15, 3.31, 0.13)  -0.6151
C (0.77, 1.58, 0.56)  0.7274
O (1.29, 2.03, -0.52)  -0.1626
O (0.98, 0.54, 1.14)  -0.5930
H (0.44, 3.41, 1.61)  0.2409
H (-0.75, 2.25, 1.97)  0.2533
H (-1.38, 2.63, -0.69)  0.2192
H (-0.73, 4.21, -0.31)  0.2196
H (-2.10, 3.53, 0.59)  0.2240

Computed properties:
**Charge**: 0
**Gap between HOMO and LUMO (alpha / beta)**: 9.8122 / 5.4603 eV
**Energy above the lowest of the compared OMol25 structures with the same formula, charge and spin**: 0.0000 eV
**2S+1**: 2
**<S²>**: 0.754
**HOMO energy (alpha / beta)**: -0.34152 / -0.34148 Eh

---

[4]
Density functional theory data (ωB97M-V with the def2-TZVPD basis set) for the molecule C2H6NP at a distorted geometry.

Last column: natural (NBO) charge in e.
Cartesian coordinates (Å):
C (0.71, -0.01, -0.54)  -0.2736
C (-0.58, -0.63, -0.89)  -0.2593
N (-0.51, 0.70, -0.33)  -0.6241
P (-0.81, 0.91, 1.45)  0.4921
H (1.25, -0.58, 0.28)  0.1871
H (1.47, 0.34, -1.31)  0.2013
H (-0.89, -0.74, -2.02)  0.2079
H (-0.80, -1.40, -0.22)  0.1881
H (0.30, 1.70, 1.49)  -0.0494
H (-0.13, -0.29, 2.09)  -0.0700

Computed properties:
**Charge**: 0
**Gap between HOMO and LUMO**: 10.5592 eV
**Energy above the lowest of the compared OMol25 structures with the same formula, charge and spin**: 1.0692 eV
**2S+1**: 1
**Structure (SMILES)**: PN1CC1
**HOMO energy**: -0.34512 Eh

---

[5]
Density functional theory data (ωB97M-V with the def2-TZVPD basis set) for a cluster of 7 separate species, C44H100BrN4O7S2 in total at a distorted geometry.

Last column: Mulliken charge in e.
Cartesian coordinates (Å):
C (10.18, 0.79, 3.36)  -1.0379
C (9.52, -0.28, 2.44)  -0.4491
C (8.17, 0.18, 1.86)  -0.6314
C (8.01, -0.34, 0.41)  -0.7836
C (6.88, 0.42, -0.31)  -0.6809
C (5.50, -0.25, -0.08)  -0.8361
C (4.58, -0.08, -1.32)  -0.8273
C (3.63, 1.09, -1.12)  -0.3798
N (2.83, 1.46, -2.31)  0.3821
C (2.78, 2.91, -2.54)  -1.6987
C (2.40, 3.76, -1.31)  -0.0734
C (3.48, 4.79, -0.90)  -0.5749
C (3.12, 6.18, -1.41)  -0.8674
C (4.03, 7.29, -0.89)  -1.0499
C (4.06, 7.43, 0.65)  -0.5045
C (5.51, 7.53, 1.14)  -0.5480
C (5.63, 8.02, 2.60)  -1.1200
C (1.63, 0.85, -2.41)  0.0814
S (0.16, 1.58, -2.39)  -0.0748
S (1.66, -0.93, -2.67)  -0.1551
C (0.55, -1.59, -1.40)  -0.6654
C (1.06, -1.44, 0.04)  -0.2299
C (0.53, -0.17, 0.75)  -0.1522
C (-0.95, -0.34, 1.13)  0.9942
C (-1.94, 0.52, 0.35)  -0.9658
N (-2.30, 1.75, 1.07)  -0.0780
C (-2.87, 1.47, 2.27)  0.3233
N (-3.58, 2.41, 2.83)  0.0190
C (-4.28, 2.25, 4.11)  -0.7854
C (-4.35, 3.64, 4.76)  -0.5694
O (-4.94, 3.54, 6.04)  -0.4946
N (-2.69, 0.22, 2.78)  -0.2895
C (-1.25, -0.15, 2.61)  -1.3138
Br (-0.18, 1.22, 3.53)  -0.0596
H (9.54, 1.66, 3.42)  0.3454
H (11.15, 1.08, 2.97)  0.2679
H (10.33, 0.37, 4.35)  0.2637
H (10.19, -0.45, 1.61)  0.3423
H (9.35, -1.19, 3.01)  0.3810
H (8.08, 1.26, 1.86)  0.3557
H (7.34, -0.23, 2.43)  0.1879
H (8.92, -0.14, -0.14)  0.4684
H (7.80, -1.40, 0.45)  0.2192
H (7.12, 0.41, -1.37)  0.4535
H (6.81, 1.46, 0.02)  0.2319
H (5.67, -1.32, 0.01)  0.5622
H (5.01, 0.10, 0.82)  0.3146
H (5.15, 0.13, -2.22)  0.3740
H (4.06, -1.02, -1.46)  0.4416
H (4.25, 1.92, -0.80)  0.4964
H (2.98, 0.88, -0.28)  -0.2201
H (3.79, 3.20, -2.83)  0.5996
H (2.14, 3.12, -3.38)  0.4868
H (1.54, 4.35, -1.61)  0.6085
H (2.06, 3.18, -0.46)  0.1970
H (3.49, 4.82, 0.18)  0.2383
H (4.46, 4.51, -1.29)  0.3613
H (2.09, 6.44, -1.16)  0.3880
H (3.17, 6.21, -2.50)  0.3211
H (5.03, 7.21, -1.29)  0.4578
H (3.64, 8.23, -1.27)  0.3830
H (3.58, 8.36, 0.95)  0.4560
H (3.53, 6.63, 1.15)  0.3250
H (6.06, 8.18, 0.46)  0.3502
H (5.95, 6.54, 1.04)  0.2510
H (6.47, 8.70, 2.68)  0.3207
H (4.72, 8.54, 2.85)  0.3307
H (5.78, 7.16, 3.25)  0.2890
H (-0.45, -1.17, -1.47)  0.2097
H (0.48, -2.65, -1.61)  0.4748
H (2.14, -1.37, 0.09)  0.3859
H (0.79, -2.28, 0.67)  -0.1485
H (0.60, 0.66, 0.06)  -0.2880
H (1.19, 0.01, 1.58)  0.6745
H (-1.22, -1.36, 0.89)  0.4014
H (-2.83, -0.08, 0.17)  0.3992
H (-1.54, 0.76, -0.63)  -0.1894
H (-3.03, 2.18, 0.50)  0.4949
H (-3.67, 3.29, 2.36)  0.3183
H (-3.75, 1.63, 4.82)  0.4645
H (-5.30, 1.90, 3.95)  0.3037
H (-4.83, 4.38, 4.12)  0.3669
H (-3.31, 3.95, 4.89)  0.3984
H (-4.77, 2.64, 6.35)  0.3217
H (-2.85, 0.19, 3.78)  0.3132
H (-1.12, -1.10, 3.12)  0.4690
C (-8.38, 4.70, 4.65)  -1.1567
C (-8.46, 3.95, 3.33)  0.5555
C (-9.85, 4.05, 2.71)  -1.4247
O (-8.11, 2.58, 3.53)  -0.5334
H (-9.07, 4.27, 5.38)  0.3494
H (-7.38, 4.60, 5.08)  0.1842
H (-8.61, 5.75, 4.52)  0.3814
H (-7.72, 4.36, 2.63)  0.2296
H (-10.59, 3.61, 3.37)  0.3640
H (-9.89, 3.51, 1.77)  0.3361
H (-10.13, 5.09, 2.53)  0.3827
H (-8.75, 2.19, 4.14)  0.3388
C (-3.48, 2.13, -5.22)  -0.5859
C (-2.97, 3.57, -5.17)  0.3617
C (-2.26, 3.95, -6.46)  -1.5229
O (-2.10, 3.74, -4.06)  -0.4168
H (-2.64, 1.44, -5.33)  0.3997
H (-3.99, 1.88, -4.29)  -0.3988
H (-4.17, 1.99, -6.05)  0.4020
H (-3.81, 4.25, -5.01)  0.5254
H (-1.39, 3.30, -6.61)  0.3372
H (-1.90, 4.97, -6.40)  0.3447
H (-2.92, 3.85, -7.32)  0.4074
H (-1.35, 3.14, -4.18)  0.1894
C (-1.65, -5.42, 3.61)  -1.5657
C (-0.80, -4.44, 2.82)  0.8621
C (0.36, -5.14, 2.13)  -1.2805
O (-0.29, -3.42, 3.70)  -0.5276
H (-1.05, -5.90, 4.39)  0.3634
H (-2.47, -4.90, 4.11)  0.3906
H (-2.06, -6.19, 2.97)  0.3694
H (-1.42, -3.93, 2.08)  0.1122
H (1.02, -5.62, 2.86)  0.3929
H (0.96, -4.42, 1.57)  0.2230
H (0.00, -5.90, 1.44)  0.3972
H (0.26, -3.85, 4.36)  0.3241
C (1.80, -9.46, -0.09)  -1.3588
C (0.76, -8.74, -0.94)  0.5638
C (1.21, -8.64, -2.38)  -1.2484
O (0.54, -7.42, -0.40)  -0.4669
H (2.75, -8.92, -0.10)  0.3441
H (1.47, -9.52, 0.95)  0.3386
H (1.97, -10.47, -0.46)  0.3770
H (-0.19, -9.26, -0.88)  0.1038
H (2.14, -8.07, -2.46)  0.4417
H (0.46, -8.11, -2.98)  0.2380
H (1.36, -9.62, -2.82)  0.3176
H (1.38, -6.94, -0.44)  0.3056
C (-3.11, -10.78, -2.73)  -1.3330
C (-1.93, -10.43, -3.63)  0.5251
C (-2.01, -11.17, -4.95)  -1.3945
O (-0.71, -10.75, -2.96)  -0.4371
H (-3.12, -11.85, -2.50)  0.3482
H (-3.05, -10.25, -1.78)  0.3133
H (-4.06, -10.53, -3.21)  0.3872
H (-1.92, -9.36, -3.81)  0.2423
H (-1.98, -12.25, -4.79)  0.3538
H (-1.15, -10.91, -5.58)  0.3328
H (-2.92, -10.92, -5.49)  0.3916
H (-0.70, -11.70, -2.79)  0.2882
C (-5.66, 2.81, -2.97)  -1.4783
C (-5.00, 1.68, -2.19)  0.3698
C (-6.03, 0.73, -1.61)  -1.5356
O (-4.19, 2.23, -1.14)  -0.5852
H (-6.31, 3.40, -2.31)  0.4750
H (-4.90, 3.49, -3.37)  0.3531
H (-6.26, 2.42, -3.79)  0.4145
H (-4.32, 1.14, -2.85)  0.3992
H (-6.69, 1.25, -0.91)  0.3193
H (-5.53, -0.07, -1.05)  0.3283
H (-6.64, 0.28, -2.39)  0.4102
H (-4.78, 2.72, -0.56)  0.3211

Computed properties:
**Charge**: +1
**Gap between HOMO and LUMO**: 8.0720 eV
**Energy above the lowest of the compared OMol25 structures with the same formula, charge and spin**: 0.0000 eV
**2S+1**: 1
**HOMO energy**: -0.37538 Eh

---

[6]
Density functional theory data (ωB97M-V with the def2-TZVPD basis set) for a structure of composition C30H31CoO4P2SSb.

Last column: natural (NBO) charge in e.
Cartesian coordinates (Å):
Co (-1.38, -0.32, 0.04)  1.2556
O (0.24, -4.12, 0.47)  -0.5128
C (-0.12, -3.00, 0.37)  0.7898
O (-0.41, -1.98, 1.00)  -0.7417
C (-0.39, -2.49, -1.73)  0.8327
O (-0.06, -3.40, -2.41)  -0.4927
O (-0.80, -1.34, -1.70)  -0.7244
C (-3.55, -3.04, -1.07)  -0.9454
P (-3.43, -1.67, 0.12)  0.8194
C (-3.93, -2.43, 1.70)  -0.9331
C (-4.82, -0.56, -0.28)  -0.3499
C (-6.10, -1.07, -0.55)  -0.1265
C (-7.15, -0.22, -0.84)  -0.1981
C (-6.95, 1.15, -0.86)  -0.1792
C (-5.69, 1.67, -0.59)  -0.1848
C (-4.62, 0.82, -0.31)  -0.3423
P (-2.97, 1.49, 0.06)  0.8263
C (-2.75, 2.90, -1.06)  -0.9420
C (-3.16, 2.27, 1.70)  -0.9351
H (-4.50, -3.56, -0.98)  0.2404
H (-2.74, -3.75, -0.88)  0.2563
H (-3.44, -2.65, -2.08)  0.2591
H (-4.92, -2.88, 1.61)  0.2400
H (-3.94, -1.68, 2.49)  0.2475
H (-3.20, -3.20, 1.97)  0.2560
H (-6.27, -2.14, -0.54)  0.2088
H (-8.13, -0.63, -1.05)  0.2311
H (-7.77, 1.82, -1.08)  0.2313
H (-5.55, 2.74, -0.61)  0.2175
H (-3.47, 3.69, -0.86)  0.2381
H (-2.84, 2.57, -2.09)  0.2569
H (-1.74, 3.30, -0.92)  0.2643
H (-4.02, 2.95, 1.68)  0.2418
H (-2.26, 2.83, 1.94)  0.2588
H (-3.32, 1.51, 2.46)  0.2480
S (0.33, 1.26, 0.33)  -0.8631
Sb (2.55, 0.60, 0.24)  1.7468
C (3.44, 2.32, -0.58)  -0.2978
C (2.93, 2.70, -1.82)  -0.2571
C (3.39, 3.85, -2.44)  -0.1892
C (4.35, 4.64, -1.81)  -0.1826
C (4.85, 4.27, -0.58)  -0.1969
C (4.40, 3.11, 0.04)  -0.2392
C (3.17, 0.07, 2.18)  -0.2957
C (4.01, 0.86, 2.95)  -0.2391
C (4.37, 0.46, 4.23)  -0.1967
C (3.87, -0.73, 4.74)  -0.1817
C (3.01, -1.51, 3.99)  -0.1846
C (2.66, -1.11, 2.71)  -0.2506
C (3.13, -0.96, -1.03)  -0.3080
C (3.81, -0.64, -2.21)  -0.2470
C (4.27, -1.66, -3.03)  -0.1956
C (4.05, -2.98, -2.69)  -0.1769
C (3.38, -3.30, -1.51)  -0.1791
C (2.93, -2.29, -0.68)  -0.2508
H (2.16, 2.11, -2.31)  0.2275
H (2.99, 4.14, -3.40)  0.2265
H (4.70, 5.54, -2.29)  0.2285
H (5.60, 4.88, -0.09)  0.2288
H (4.82, 2.83, 1.00)  0.2127
H (4.40, 1.80, 2.58)  0.2109
H (5.03, 1.07, 4.83)  0.2281
H (4.15, -1.05, 5.74)  0.2282
H (2.61, -2.43, 4.39)  0.2276
H (1.96, -1.72, 2.15)  0.2224
H (4.00, 0.39, -2.48)  0.2270
H (4.80, -1.41, -3.94)  0.2278
H (4.40, -3.77, -3.34)  0.2288
H (3.21, -4.33, -1.24)  0.2343
H (2.43, -2.56, 0.24)  0.2144

Computed properties:
**Charge**: +1
**Gap between HOMO and LUMO (alpha / beta)**: 7.9198 / 8.4034 eV
**2S+1**: 5
**<S²>**: 6.013
**HOMO energy (alpha / beta)**: -0.37163 / -0.42815 Eh

---

Repeat the first record exactly.
Density functional theory data (ωB97M-V with the def2-TZVPD basis set) for a structure of composition C2H8N2S at a distorted geometry.

Last column: natural (NBO) charge in e.
Cartesian coordinates (Å):
C (-0.03, 0.97, 0.31)  0.0117
C (0.53, -0.23, 0.56)  -0.1707
N (0.80, -1.25, -0.37)  -0.7684
N (0.02, 2.07, 1.14)  -0.8062
H (-0.55, 1.12, -0.63)  0.2151
H (0.90, -0.47, 1.54)  0.1731
H (0.95, -2.11, 0.15)  0.3945
H (-0.21, -1.44, -1.21)  0.2829
H (1.64, -1.05, -0.92)  0.3939
H (0.50, 2.04, 2.02)  0.3877
H (-0.83, 2.63, 1.06)  0.3871
S (-1.40, -1.42, -2.25)  -0.6282
H (-2.33, -0.86, -1.39)  0.1274

Computed properties:
**Charge**: 0
**Gap between HOMO and LUMO**: 8.5618 eV
**Energy above the lowest of the compared OMol25 structures with the same formula, charge and spin**: 1.0476 eV
**2S+1**: 1
**HOMO energy**: -0.29037 Eh